Record 1
The following is a quantum chemistry calculation of a gas-phase ion, C13H27N4OS (charge +1), from OMol25.

Summary:
SMILES string = CCOCCn1nc(CCCN)[n+](CCCS)c1C
E_tot = -32752.37267 eV
Orbital gap = 9.1 eV
Total charge = +1

```
46
Properties=species:S:1:pos:R:3:lowdin_charge:R:1
C 3.416 -1.204 1.283 -0.091
C 4.127 -1.683 -0.088 -0.235
O 3.987 -0.730 -1.165 -0.192
C 3.266 -1.274 -2.288 -0.170
C 2.347 -0.071 -2.884 -0.048
N 1.211 0.063 -1.903 -0.102
N 0.130 -0.736 -2.160 0.170
C -0.725 -0.427 -1.071 -0.117
C -2.097 -1.221 -1.014 -0.104
C -3.308 -0.469 -0.294 -0.201
C -4.484 -1.587 -0.127 -0.259
N -4.208 -2.526 1.025 -0.025
N -0.119 0.550 -0.206 0.036
C -0.702 1.083 1.053 -0.189
C -1.659 2.347 0.866 -0.214
C -1.998 3.114 2.251 -0.504
S -1.677 2.090 3.784 0.669
C 1.172 0.883 -0.752 -0.084
C 2.304 1.857 -0.245 0.017
H 3.623 -1.939 2.140 0.092
H 3.828 -0.196 1.650 0.076
H 2.279 -1.115 1.173 0.066
H 5.244 -1.788 0.170 0.135
H 3.725 -2.722 -0.311 0.123
H 2.511 -2.070 -1.943 0.128
H 3.914 -1.758 -3.087 0.140
H 3.002 0.856 -2.904 0.134
H 1.981 -0.385 -3.911 0.142
H -1.938 -2.235 -0.525 0.128
H -2.417 -1.391 -2.105 0.139
H -3.093 -0.107 0.762 0.089
H -3.787 0.353 -0.943 0.125
H -4.400 -2.248 -1.069 0.111
H -5.522 -1.133 -0.099 0.119
H -3.219 -2.372 1.286 0.050
H -4.760 -2.179 1.820 0.068
H 0.175 1.437 1.707 0.110
H -1.211 0.243 1.648 0.121
H -2.658 2.043 0.408 0.092
H -1.196 3.129 0.172 0.121
H -1.468 4.125 2.269 0.083
H -3.123 3.337 2.275 0.090
H -0.357 1.672 3.797 -0.131
H 3.211 1.294 0.179 0.081
H 2.724 2.459 -1.132 0.110
H 1.952 2.634 0.511 0.099
```

=====

Record 2
The following is a quantum chemistry calculation of a single C3H4ClI molecule, from OMol25.

Summary:
Energy relative to the best compared isomer or geometry (same formula, charge and spin) = 145.9 kJ/mol
SMILES string = ClC1(I)CC1
E_tot = -23796.36229 eV
Orbital gap = 8.9 eV
Total charge = 0

```
9
Properties=species:S:1:pos:R:3:lowdin_charge:R:1
C 0.702 -0.213 -0.754 -0.108
C 0.445 -0.182 0.713 -0.358
C -0.825 0.361 0.135 -1.194
Cl -1.024 2.137 -0.064 0.495
I -2.686 -0.685 0.014 0.749
H 1.302 0.578 -1.234 0.077
H 0.729 -1.214 -1.262 0.093
H 0.497 -1.312 0.984 0.134
H 0.860 0.532 1.467 0.112
```

=====

Record 3
The following is a quantum chemistry calculation of 2 unconnected molecules or ions with the total composition C5H12NO, from OMol25.

Summary:
Energy relative to the best compared isomer or geometry (same formula, charge and spin) = 380.6 kJ/mol
E_tot = -8906.68425 eV
Orbital gap = 7.2 eV
Total charge = +1

```
19
Properties=species:S:1:pos:R:3:lowdin_charge:R:1
C 0.375 -2.999 2.336 -0.054
C -0.776 -2.302 1.388 -0.229
C -0.258 -1.504 0.267 -0.069
C -0.817 -0.247 -0.086 -0.064
N 0.106 0.850 0.074 0.034
C -0.019 1.963 -0.549 0.145
H 1.334 -3.010 1.802 0.062
H 0.520 -2.265 3.163 0.071
H -0.031 -3.912 2.841 0.087
H -1.528 -3.081 0.999 0.142
H -1.324 -1.577 2.038 0.112
H 0.663 -1.869 -0.370 0.165
H -1.808 0.077 -0.379 0.127
H 1.088 0.647 0.327 0.190
H -0.963 2.060 -1.144 0.141
H 0.648 2.758 -0.532 0.081
H 0.818 4.349 -3.142 0.074
H 1.113 2.926 -3.615 0.036
O 0.962 3.434 -2.831 -0.051
```

=====

Record 4
The following is a quantum chemistry calculation of 9 unconnected molecules or ions with the total composition H18O9, from OMol25.

Summary:
Energy relative to the best compared isomer or geometry (same formula, charge and spin) = 653.1 kJ/mol
SMILES string = O.O.O.O.O.O.O.O.O
E_tot = -18715.36625 eV
Orbital gap = 9.6 eV
Total charge = 0

```
27
Properties=species:S:1:pos:R:3:lowdin_charge:R:1
H 0.417 -0.567 -0.804 0.010
H -0.332 -0.423 -2.018 0.118
H -1.006 -1.503 0.374 0.061
H -0.658 -2.625 -0.734 0.015
H -2.650 2.837 -1.892 -0.014
H -3.117 1.397 -2.200 0.049
H -1.914 -1.531 2.121 0.025
H -3.010 -1.145 1.228 0.074
H -1.961 0.262 1.126 -0.015
H -1.778 1.740 1.812 0.120
H 3.276 -1.715 0.816 -0.030
H 3.796 -2.658 -0.055 0.035
H 2.952 0.118 -2.501 0.080
H 2.414 -1.343 -1.988 0.022
H 0.527 2.573 1.243 0.056
H 0.212 1.889 2.598 0.055
H 1.034 1.455 0.215 0.029
H 2.087 2.316 -0.431 0.040
O -0.285 -1.017 -1.208 -0.101
O -1.331 -2.274 -0.199 -0.109
O -2.739 2.000 -1.542 -0.024
O -2.805 -1.170 2.225 -0.087
O -1.392 0.798 1.654 -0.098
O 3.357 -2.618 0.803 -0.020
O 3.006 -0.607 -1.808 -0.085
O 0.711 1.784 1.788 -0.096
O 1.187 2.025 -0.623 -0.111
```

=====

Record 5
The following is a quantum chemistry calculation of 2 unconnected molecules or ions with the total composition C3H6NO2S, from OMol25.

Summary:
Energy relative to the best compared isomer or geometry (same formula, charge and spin) = 530.9 kJ/mol
E_tot = -19625.02608 eV
Orbital gap (spin up / spin down) = 6.5 / 7.0 eV
Total charge = -1

```
13
Properties=species:S:1:pos:R:3:lowdin_charge:R:1
C -2.515 -0.316 0.183 -0.109
C -1.190 -0.535 -0.368 -0.447
C -0.266 -1.227 0.229 -0.081
N 1.426 1.496 0.356 -0.157
O 3.074 -0.355 0.868 -0.510
O 2.407 -0.028 -1.568 -0.517
S 1.969 -0.100 -0.120 0.632
H -3.338 -0.106 -0.557 -0.002
H -2.989 -0.971 0.995 0.026
H -1.108 -0.176 -1.411 0.095
H -0.150 -1.522 1.322 0.057
H 2.148 2.149 0.060 0.029
H 0.532 1.692 0.010 -0.015
```

=====

Record 6
The following is a quantum chemistry calculation of 2 unconnected molecules or ions with the total composition C2H5N3, from OMol25.

Summary:
Energy relative to the best compared isomer or geometry (same formula, charge and spin) = 240.1 kJ/mol
E_tot = -6622.44903 eV
Orbital gap = 9.7 eV
Total charge = 0

```
10
Properties=species:S:1:pos:R:3:lowdin_charge:R:1
C 1.120 -1.311 1.868 -0.059
C 0.474 -0.951 -0.881 -0.163
N 0.643 -0.711 2.738 0.064
N -1.043 0.733 -0.966 -0.028
N -0.731 -0.570 -0.901 -0.145
H -0.330 1.416 -0.708 0.083
H 0.650 -2.010 -0.910 0.045
H 1.334 -0.285 -0.847 0.059
H 0.196 -0.188 3.460 0.070
H -1.973 0.932 -0.633 0.074
```

=====

| no. | strongest force on any atom (Eh/bohr) |
| --- | --- |
| 1 | 0.114 |
| 2 | 0.066 |
| 3 | 0.074 |
| 4 | 0.159 |
| 5 | 0.101 |
| 6 | 0.018 |